(1)
68
Properties=species:S:1:pos:R:3:mulliken_charge:R:1 method="wB97M-V/def2-TZVPD" total_charge=+1 e_tot_ev=-39266.3759 gap_ev=8.0845 smiles="C=C[n+]1cc2c(COC(C)=O)c(CCCCO)c(CCCCCOC(C)=O)cc2cc1C"
C 2.32969 -3.83834 3.97582 -0.728
C 3.04551 -3.33446 2.97050 -0.586
N 2.34222 -2.65389 1.88764 0.240
C 2.31806 -1.31373 1.88166 -0.596
C 1.64766 -0.59012 0.89941 0.485
C 1.58872 0.84481 0.87122 1.390
C 2.25644 1.65164 1.97025 -1.498
O 2.05511 1.05790 3.25929 -0.291
C 1.34816 1.84593 4.12892 0.728
C 0.12090 1.24681 4.75407 -1.099
O 1.69737 2.94493 4.41291 -0.506
C 0.92910 1.48974 -0.15252 0.357
C 0.86674 2.99004 -0.26057 -1.393
C 2.18970 3.62673 -0.75508 -0.853
C 2.83192 2.93990 -1.96589 -0.484
C 2.24862 3.34833 -3.32037 -0.696
O 3.25980 3.92187 -4.13636 -0.532
C 0.27237 0.69505 -1.16168 0.865
C -0.51779 1.33918 -2.27337 -1.073
C -1.92016 1.73112 -1.68656 -1.052
C -3.09586 1.22836 -2.54077 -1.015
C -3.47270 -0.21580 -2.11283 -0.240
C -4.84165 -0.24565 -1.43870 -0.732
O -5.44847 -1.53617 -1.47700 -0.400
C -5.02663 -2.37521 -0.51823 0.786
C -5.37664 -3.81566 -0.77577 -1.048
O -4.44635 -2.03698 0.47878 -0.553
C 0.30795 -0.67518 -1.14372 -1.327
C 1.00658 -1.33433 -0.11292 0.612
C 1.05652 -2.74953 -0.09172 -0.880
C 1.70975 -3.39516 0.92179 0.602
C 1.70434 -4.90821 0.91930 -1.406
H 1.46896 -3.32034 4.38870 0.269
H 2.56515 -4.79993 4.41829 0.358
H 4.12557 -3.36594 2.90434 0.425
H 2.85303 -0.82905 2.68193 0.824
H 1.76652 2.62001 1.98043 0.482
H 3.30732 1.84987 1.75735 0.314
H 0.40626 0.61876 5.59894 0.301
H -0.44488 0.63515 4.05156 0.316
H -0.50354 2.05110 5.12604 0.360
H 0.63725 3.43127 0.71009 0.694
H 0.07558 3.32862 -0.92196 0.112
H 2.05696 4.67961 -1.00014 0.576
H 2.90582 3.56491 0.06790 0.290
H 2.83762 1.85090 -1.90161 0.240
H 3.88028 3.24324 -1.98722 0.500
H 1.90135 2.44191 -3.83250 0.357
H 1.37042 4.00187 -3.23557 0.280
H 2.97719 3.84888 -5.05191 0.361
H -0.66839 0.62624 -3.07923 0.744
H -0.04805 2.25046 -2.62584 -0.239
H -2.02066 1.25326 -0.70969 0.505
H -1.95830 2.80231 -1.49019 0.576
H -2.88420 1.26005 -3.60590 0.358
H -3.95235 1.84781 -2.27128 0.514
H -3.54892 -0.87045 -2.98267 0.407
H -2.73547 -0.61802 -1.41569 0.171
H -5.49533 0.40747 -2.01791 0.446
H -4.81389 0.18694 -0.43948 0.330
H -6.38050 -3.92048 -1.18216 0.321
H -4.64468 -4.28856 -1.42773 0.242
H -5.35981 -4.32192 0.18544 0.330
H -0.21151 -1.23459 -1.90876 0.541
H 0.57166 -3.29537 -0.88567 0.534
H 1.80305 -5.33239 1.90934 0.378
H 0.72033 -5.19626 0.55593 0.429
H 2.45316 -5.29129 0.22934 0.280

=====

(2)
121
Properties=species:S:1:pos:R:3:mulliken_charge:R:1 method="wB97M-V/def2-TZVPD" total_charge=-1 e_tot_ev=-3457606.2292 gap_ev=5.1055 e_above_lowest_kj_mol=623.1
C 2.62269 -3.24465 -0.12346 -0.417
O 1.17237 -3.12256 0.08980 -0.236
C 0.75940 -1.72935 0.34005 -0.275
P -0.81290 -1.43906 -0.75759 0.559
C -2.16658 -1.45110 -2.11716 -0.449
C -2.74230 -2.94961 -2.48826 0.908
C -4.39512 -2.99667 -2.38227 -0.977
I -5.11265 -4.27385 -0.70979 -0.045
P -2.16289 -2.39383 0.72421 0.489
O -1.26191 -3.30550 1.90251 -0.375
I -3.13236 -0.50914 2.06381 -0.263
O -1.35183 0.03903 0.06771 -0.302
C -1.25843 1.14905 -0.91678 -0.605
C 0.25712 0.94748 -1.59514 0.432
Cl 0.32129 1.74532 -3.27743 0.053
C 1.20104 1.66665 -0.46340 0.508
C 2.73111 2.02084 -0.97208 0.305
C 3.37679 3.05580 0.15903 -0.812
Cl 3.84755 0.52495 -1.08623 -0.213
O 0.34457 -0.54129 -1.76297 -0.348
H 2.81485 -4.37752 -0.44642 0.165
H 3.27739 -3.08245 0.84257 0.090
H 2.93521 -2.57586 -1.03400 0.222
H 0.57704 -1.47451 1.47071 0.129
H 1.67364 -1.04775 -0.00975 -0.078
H -0.45735 -2.73825 -1.33828 0.012
H -1.64202 -1.02265 -3.09924 -0.354
H -3.07538 -0.73823 -1.89310 0.181
H -2.28022 -3.81986 -1.84768 -0.412
H -2.49678 -3.22651 -3.62329 0.221
H -4.89070 -3.47968 -3.35500 0.363
H -4.87794 -1.90866 -2.29377 0.371
H -0.88100 -4.16215 1.50645 0.166
H -2.12723 1.30498 -1.68612 0.155
H -1.39461 2.11173 -0.22411 0.067
H 1.21469 1.08718 0.57982 0.280
H 0.69872 2.72021 -0.21302 -1.160
H 2.74243 2.59472 -2.01246 0.203
H 2.84057 4.11172 0.08709 0.131
H 3.26458 2.64554 1.26277 0.210
H 4.54548 3.23029 -0.00320 0.325
C -1.82703 -7.14026 -2.88971 -0.197
Br -1.07243 -8.93326 -2.87649 -0.053
Br -0.88468 -5.94930 -1.67415 0.113
Br -1.92378 -6.40889 -4.68969 -0.063
H -2.85533 -7.22344 -2.52270 0.166
C 0.14709 5.76102 -1.25768 -0.232
Br 1.33204 7.29922 -1.13812 -0.044
Br -0.25934 5.02235 0.49537 0.095
Br -1.46733 6.16745 -2.26397 -0.051
H 0.68430 4.98612 -1.81443 0.201
C -3.69577 6.84243 1.11670 -0.250
Br -4.03652 7.80833 2.77060 -0.010
Br -3.92533 4.92356 1.33859 0.075
Br -4.76058 7.53317 -0.35749 -0.007
H -2.64505 7.01102 0.85866 0.186
C -3.10436 -8.44077 1.04950 -0.352
Br -2.75830 -6.53754 1.25547 0.113
Br -4.05051 -9.17456 2.58257 -0.069
Br -4.01938 -8.83340 -0.62165 -0.046
H -2.13070 -8.93987 1.00582 0.365
C -4.12780 -1.43152 6.31458 -0.354
Br -3.20521 0.11572 7.04895 -0.053
Br -5.90154 -0.97349 5.66034 -0.040
Br -3.06489 -2.33050 4.95582 -0.002
H -4.26380 -2.14241 7.13627 0.348
C 6.00003 -4.02807 2.67368 -0.344
Br 5.01912 -5.57368 3.33199 -0.005
Br 6.55354 -4.25653 0.82289 -0.037
Br 5.00657 -2.37588 2.93345 0.042
H 6.91303 -3.94978 3.27312 0.329
C 7.04021 -1.76749 6.40500 0.547
Br 5.70844 -1.96348 7.80944 -0.016
Br 7.84168 0.00497 6.40965 -0.016
Br 8.38552 -3.17046 6.48228 -0.006
H 6.51642 -1.87904 5.44989 -0.518
C -1.55815 1.53312 -7.16493 -0.355
Br -3.00153 2.67643 -7.79259 -0.085
Br -0.08545 2.56665 -6.42537 -0.068
Br -2.19430 0.18377 -5.91644 0.111
H -1.16829 1.00137 -8.03915 0.438
C 1.98330 -0.02755 7.35332 -0.426
Br 2.90590 1.51969 8.08769 -0.039
Br 0.20956 0.43047 6.69908 0.071
Br 3.04621 -0.92653 5.99456 0.084
H 1.84730 -0.73844 8.17501 0.354
C -0.00568 4.83381 4.50425 -0.480
Br 0.02568 2.94830 4.02641 0.167
Br -1.59521 5.72628 3.82537 0.080
Br 0.21123 5.09896 6.41914 -0.084
H 0.85626 5.30148 4.01705 0.449
C -6.59997 9.60367 -3.24413 -0.195
Br -7.58088 8.05806 -2.58582 -0.024
Br -6.04646 9.37521 -5.09492 -0.010
Br -7.59343 11.25586 -2.98436 -0.023
H -5.68697 9.68196 -2.64469 0.210
C 1.99552 -0.78573 -6.32752 0.313
Br 3.27145 0.09482 -5.15232 -0.016
Br 2.22055 -0.23806 -8.18047 -0.088
Br 2.04806 -2.72056 -6.13307 -0.030
H 0.99726 -0.46016 -6.01687 -0.224
C 12.10814 -2.77659 8.84421 -0.337
Br 11.12723 -4.32220 9.50252 -0.016
Br 12.66165 -3.00505 6.99342 -0.011
Br 11.11468 -1.12440 9.10398 0.006
H 13.02114 -2.69830 9.44365 0.341
C 1.57128 -3.39928 -10.54877 -0.115
Br 0.27859 -3.88225 -9.17759 0.050
Br 2.82677 -4.84286 -10.90064 -0.027
Br 0.70332 -2.78194 -12.17656 -0.034
H 2.15288 -2.55794 -10.15772 0.107
C -2.65004 7.94530 7.05646 0.405
Br -4.09342 9.08861 6.42880 -0.075
Br -1.17733 8.97882 7.79601 -0.019
Br -3.28619 6.59595 8.30495 0.000
H -2.26018 7.41355 6.18223 -0.394
C -5.62872 -0.71060 -7.66317 -0.076
Br -6.92141 -1.19357 -6.29199 -0.006
Br -4.37323 -2.15418 -8.01504 0.015
Br -6.49668 -0.09326 -9.29096 -0.046
H -5.04712 0.13074 -7.27212 0.062

=====

(3)
69
Properties=species:S:1:pos:R:3:mulliken_charge:R:1 method="wB97M-V/def2-TZVPD" total_charge=-1 e_tot_ev=-136145.3824 gap_ev=7.7034
C -2.50062 -6.25886 0.59007 0.003
C -1.75399 -5.33115 0.68117 -0.686
C -0.84289 -4.19813 0.72500 -0.625
C -0.97577 -3.40212 -0.58990 -0.318
C 0.25761 -2.54843 -0.89680 -1.497
P 0.03931 -0.76095 -1.51220 0.518
Br 2.03668 -0.12579 -0.19426 -0.492
C -0.99243 -0.34772 0.08330 -1.237
C -1.15376 1.13972 0.38970 0.298
C -1.20447 1.47343 1.88536 -1.227
C 0.09421 1.36937 2.65229 -0.478
N 1.09655 2.33733 2.20838 -0.676
C -1.52833 -1.05603 -2.56799 -1.133
C -2.57952 0.07581 -2.44463 -1.172
C -3.80340 -0.21367 -1.60935 0.540
C -4.36536 -1.46855 -1.44224 0.106
C -5.48928 -1.67077 -0.66197 -0.777
C -6.09354 -0.59863 -0.03448 -0.384
C -5.56843 0.66718 -0.21198 -0.809
C -4.43985 0.85494 -0.98440 -0.366
C 1.12757 -1.00048 -3.13840 -0.513
Cl 0.82580 -2.56255 -4.00084 -0.176
C 2.62674 -0.74798 -3.08228 -0.270
C 3.48410 -1.88197 -2.53071 -1.098
Cl 3.21605 -0.56209 -4.88068 -0.280
H -3.08190 -7.12779 0.44306 0.451
H -1.15687 -3.59262 1.57168 0.278
H 0.16229 -4.58644 0.84870 0.411
H -1.92924 -2.88433 -0.55191 -0.162
H -1.08623 -4.15193 -1.37120 0.444
H 0.97424 -3.15808 -1.43892 0.550
H 0.77023 -2.43799 0.05644 0.769
H -0.02505 0.63354 -1.89211 0.307
H -1.95642 -0.85322 0.10458 0.493
H -0.43664 -0.73947 0.93214 0.560
H -2.09112 1.48947 -0.03345 -0.513
H -0.36076 1.72615 -0.07659 0.332
H -1.53485 2.51094 1.97967 0.456
H -1.96242 0.87934 2.39147 0.360
H 0.49034 0.35242 2.66738 0.284
H -0.13244 1.60205 3.69530 0.446
H 2.00714 1.96270 2.44101 0.199
H 1.09887 2.41277 1.19999 0.276
H -1.28497 -1.04590 -3.62386 0.537
H -2.04531 -1.99287 -2.39487 0.242
H -2.97055 0.28764 -3.44293 0.579
H -2.11440 1.01004 -2.14556 0.271
H -3.91612 -2.33406 -1.90820 0.439
H -5.87471 -2.67148 -0.56036 0.417
H -6.95969 -0.76919 0.58481 0.372
H -6.06161 1.49896 0.27077 0.381
H -4.03314 1.84562 -1.10936 0.401
H 0.71864 -0.24444 -3.79780 0.707
H 2.91194 0.22195 -2.71842 0.506
H 3.82361 -2.53187 -3.32272 0.471
H 2.97618 -2.41240 -1.73662 0.195
H 4.37029 -1.42514 -2.09618 0.286
F 4.49211 1.79442 3.12229 -0.313
C 4.71382 3.11951 3.08455 0.201
C 4.43728 3.81657 1.92530 -0.187
C 4.66275 5.18376 1.89531 -0.394
C 5.16556 5.83560 3.01343 -0.463
C 5.43947 5.11655 4.16775 -0.305
C 5.20956 3.74915 4.20919 -0.499
H 4.04963 3.29128 1.06169 0.500
H 4.44334 5.74186 0.99521 0.356
H 5.34176 6.90299 2.98445 0.358
H 5.83326 5.62041 5.04060 0.348
H 5.40919 3.17161 5.10212 0.402

=====

HOMO / eV: -12.04; -4.36; -5.06